1.
141
Properties=species:S:1:pos:R:3:forces:R:3:mulliken_charge:R:1 method="wB97M-V/def2-TZVPD" charge=+1 total_energy_ha=-3460.6979 multiplicity=1
C 1.19598 0.98802 6.68387 0.0 -0.6 -0.4 0.078
C 1.47624 1.92839 5.97129 0.4 1.1 -0.7 -0.727
C 1.89334 3.09396 5.00576 -0.3 -1.0 1.0 -0.374
C 0.93957 3.15784 3.71451 1.3 -1.0 0.0 -0.119
C 1.83031 3.25170 2.37204 -0.6 2.3 1.1 -0.942
N 1.84184 2.01720 1.57898 -0.5 -1.7 -1.1 0.247
C 0.91859 1.29658 0.79566 2.5 -0.8 0.5 0.208
N -0.35789 1.63856 0.55116 -0.8 0.2 -2.1 -0.086
C -1.11680 2.82093 1.01448 -1.9 0.4 1.2 -0.878
C -1.96753 2.39808 2.32360 -0.8 -0.2 -0.2 -0.467
C -3.55316 2.45355 2.07196 -0.2 0.7 1.0 -0.461
C -4.34104 1.24472 2.74121 -0.4 0.5 0.4 -0.655
N -5.11272 0.42234 1.79338 -1.7 -2.9 -1.6 0.390
C -5.51406 -0.92387 2.05464 -1.8 -1.7 -2.5 -0.727
C -6.29015 -1.49546 0.92021 1.5 3.4 0.3 -0.051
C -6.37845 -0.39709 -0.13179 2.1 0.2 4.4 -0.689
C -5.65128 0.70323 0.53221 -1.3 -0.5 -2.6 -0.240
P -1.26578 0.45458 -0.43144 -1.1 -3.4 -0.8 0.741
O -0.49501 0.28278 -1.93433 -0.6 2.1 2.5 -0.508
O -2.80836 0.95990 -0.78188 2.5 0.7 -0.4 -0.340
S -1.45978 -1.24937 0.48832 0.3 1.2 -0.3 -0.357
N 1.50673 0.14066 0.28628 1.3 0.9 0.9 -0.324
C 2.82222 0.05725 0.76226 -4.5 3.6 0.3 0.411
C 3.91077 -1.06893 0.52840 -0.7 0.7 1.5 -0.364
O 3.43645 -2.10770 -0.30953 1.6 2.0 -0.9 -0.236
O 2.40508 -2.75977 0.32044 -1.6 -0.9 1.1 -0.365
N 2.94335 1.22039 1.52917 4.5 -4.5 -0.7 0.514
C 4.25242 1.38315 2.16672 0.9 1.4 1.6 -1.268
C 4.68519 0.75975 3.31594 -0.2 0.6 -0.8 -0.571
H 0.96484 0.02054 7.19405 0.3 1.7 -0.6 0.390
H 2.97290 2.88634 4.74215 -1.2 0.2 0.1 0.092
H 1.88586 4.08601 5.54690 -0.1 -1.2 -0.5 0.402
H 0.24394 4.02998 3.83552 0.5 -1.1 -0.4 0.376
H 0.42536 2.15545 3.66309 0.1 1.4 0.1 0.196
H 2.85584 3.57287 2.74244 -0.9 -1.0 -1.0 0.357
H 1.50293 4.11479 1.70854 0.3 -1.3 0.7 0.394
H -1.91366 3.07975 0.24504 1.3 -0.5 0.6 0.542
H -0.53301 3.76749 1.15357 -0.1 -1.2 -0.1 0.134
H -1.75872 3.05710 3.20957 0.0 -0.7 -1.0 0.247
H -1.74324 1.32484 2.62198 0.1 1.3 -0.5 0.405
H -3.83954 2.59576 0.99423 0.4 -0.4 1.1 0.153
H -3.91039 3.39016 2.61261 0.3 -1.1 -0.8 0.479
H -3.64429 0.55774 3.30178 -0.7 0.7 -0.7 0.443
H -5.07819 1.65093 3.50831 1.0 -0.4 -0.9 0.170
H -5.33282 -1.55395 2.95986 0.2 1.3 -0.7 0.320
H -6.72772 -2.51843 0.80262 0.7 1.1 0.5 0.325
H -6.86496 -0.41689 -1.14599 0.7 0.2 1.5 0.343
H -5.55983 1.67514 -0.01813 0.2 -0.9 1.2 0.310
H 0.16354 1.01774 -1.96501 -0.3 -0.7 -0.4 0.347
H -2.94862 1.01368 -1.75737 0.1 0.1 0.7 0.246
H 4.83992 -0.57076 0.13528 -1.0 -0.8 -0.1 0.297
H 4.16242 -1.46509 1.56692 -0.3 0.3 -1.3 0.281
H 1.58764 -2.58177 -0.19966 0.7 0.3 0.1 0.338
H 4.99501 2.06452 1.64264 -1.4 0.0 1.0 0.949
H 5.39099 1.35479 3.97276 0.0 -1.3 -1.5 0.268
H 4.46176 -0.29252 3.63310 -0.8 1.5 0.2 0.275
C -1.83499 5.17525 -5.03490 0.2 0.2 0.0 -1.464
C -1.41722 3.71255 -4.91825 -0.4 0.2 -0.1 0.253
C -2.28818 2.75381 -5.75174 0.2 -0.3 0.1 -0.707
O -3.56217 2.47853 -5.18486 0.2 0.1 -0.2 -0.360
C -4.54970 3.46639 -5.43803 -0.2 -0.1 0.2 -0.677
N -1.40504 3.33000 -3.50020 0.1 -0.3 0.2 -0.537
H -2.73355 5.40218 -4.45954 0.0 -0.1 0.0 0.275
H -1.04274 5.82580 -4.65628 -0.1 -0.1 0.0 0.369
H -2.01748 5.44867 -6.07664 0.0 0.0 0.1 0.365
H -0.39403 3.63892 -5.30094 -0.1 -0.1 0.0 0.457
H -1.77452 1.78813 -5.79804 -0.1 0.0 0.1 0.343
H -2.39082 3.10068 -6.78696 0.0 0.1 0.1 0.440
H -4.43007 3.92386 -6.42407 0.1 0.0 0.1 0.313
H -4.52606 4.23241 -4.65944 0.0 0.2 -0.2 0.246
H -5.52721 2.98466 -5.39593 0.1 -0.1 0.0 0.257
H -1.03524 2.38441 -3.42210 0.0 0.0 -0.1 0.199
H -2.37705 3.23421 -3.20526 0.1 0.1 -0.1 0.263
C -7.38399 -6.62306 -3.24826 0.0 -0.2 -0.2 -1.286
C -6.74017 -5.26193 -3.00242 -0.2 -0.1 0.3 0.413
C -5.70416 -5.26817 -1.86073 0.0 0.3 -0.1 -0.783
O -6.26847 -5.28372 -0.55791 0.3 -0.2 -0.1 -0.183
C -6.66315 -6.56718 -0.10140 -0.2 0.1 0.1 -0.605
N -7.79803 -4.27096 -2.76872 0.3 0.1 0.2 -0.694
H -8.13303 -6.87426 -2.49580 0.1 0.1 0.0 0.121
H -7.89072 -6.63163 -4.21635 0.0 0.1 0.1 0.360
H -6.63190 -7.41636 -3.26153 0.0 0.0 0.0 0.349
H -6.20981 -4.98514 -3.92004 0.1 0.1 0.1 0.407
H -5.13336 -4.33565 -1.92010 -0.1 0.0 0.1 0.329
H -4.97954 -6.08407 -1.97908 -0.1 -0.1 0.0 0.405
H -5.99911 -7.35619 -0.46693 0.0 0.0 -0.1 0.385
H -7.69405 -6.76877 -0.39935 0.1 -0.2 0.0 0.035
H -6.63042 -6.56420 0.98953 0.1 0.1 0.0 0.239
H -7.37204 -3.34870 -2.69995 -0.1 0.0 -0.1 0.256
H -8.16900 -4.43635 -1.83179 -0.2 -0.1 -0.2 0.250
C -12.29343 -5.11959 1.81984 -0.2 -0.1 0.2 -1.430
C -12.09166 -5.67351 0.41249 0.2 0.3 0.1 0.283
C -10.67227 -6.21940 0.16415 -0.2 -0.1 -0.3 -0.802
O -9.68555 -5.21669 -0.04329 0.0 -0.3 0.2 -0.105
C -9.16733 -4.63919 1.14398 0.0 0.3 -0.2 -0.392
N -12.45063 -4.63802 -0.56367 0.2 -0.2 -0.1 -0.762
H -11.83324 -4.13978 1.95494 0.0 -0.1 -0.1 0.283
H -13.35915 -5.00154 2.02963 0.1 0.0 -0.1 0.355
H -11.88150 -5.79812 2.57145 0.0 0.0 0.0 0.338
H -12.78722 -6.51074 0.29278 0.1 0.0 -0.1 0.445
H -10.69469 -6.80284 -0.76202 0.0 0.1 0.0 0.332
H -10.36152 -6.90976 0.95901 0.0 0.1 0.1 0.448
H -9.10652 -5.36234 1.96296 -0.1 0.0 0.0 0.381
H -9.77549 -3.78084 1.43834 0.0 -0.1 0.2 0.250
H -8.16216 -4.27289 0.93039 0.0 -0.1 -0.1 -0.254
H -12.40679 -5.03967 -1.49796 -0.1 0.0 0.0 0.291
H -11.70041 -3.94747 -0.56343 -0.2 0.0 0.1 0.321
C 9.96249 4.75225 0.48249 0.1 0.1 -0.2 -1.594
C 9.67628 3.25457 0.54518 -0.1 0.2 0.3 0.715
C 8.17454 2.91365 0.48934 0.2 -0.3 -0.2 -0.762
O 7.47248 3.14202 1.70852 -0.3 0.1 -0.3 -0.304
C 7.07835 4.48882 1.91750 0.1 -0.1 0.3 -0.760
N 10.31299 2.69729 1.74242 -0.4 -0.2 0.0 -0.647
H 9.75603 5.25894 1.42642 0.0 -0.1 0.0 0.289
H 11.01627 4.92542 0.25329 -0.1 -0.1 0.1 0.391
H 9.37035 5.23286 -0.30094 0.0 0.0 0.0 0.355
H 10.14572 2.79925 -0.33320 -0.1 -0.1 0.1 0.213
H 8.08167 1.83979 0.29588 0.0 0.0 0.1 0.169
H 7.67650 3.42430 -0.34515 0.0 0.2 0.1 0.527
H 6.81664 4.99107 0.98145 0.1 0.0 0.0 0.363
H 7.86854 5.03734 2.43348 -0.1 0.2 -0.1 0.275
H 6.20090 4.48743 2.56807 0.0 -0.1 0.0 0.248
H 10.20131 1.68501 1.72948 0.3 0.0 -0.1 0.245
H 9.75882 2.99148 2.54644 0.2 0.1 -0.1 0.336
C 14.17006 -0.44205 -1.86129 0.2 -0.2 -0.1 -1.378
C 14.09227 0.09939 -0.43681 -0.3 0.1 -0.3 0.286
C 12.86438 -0.40358 0.34621 0.3 0.1 0.3 -0.755
O 11.64171 0.23264 -0.00769 -0.1 -0.3 0.0 -0.187
C 11.01754 -0.29174 -1.16718 0.0 0.3 0.0 -0.788
N 14.14131 1.56569 -0.48032 -0.2 -0.1 0.3 -0.720
H 13.46880 0.05076 -2.53638 0.0 0.0 0.1 0.278
H 15.17010 -0.28321 -2.27122 -0.1 0.0 0.1 0.350
H 13.97005 -1.51649 -1.88425 0.0 0.0 0.0 0.342
H 14.98264 -0.25597 0.09210 -0.1 0.0 0.1 0.429
H 13.02094 -0.16716 1.40320 -0.1 0.1 -0.1 0.325
H 12.76541 -1.49468 0.28326 0.0 0.0 -0.2 0.394
H 11.17127 -1.37027 -1.26553 0.1 0.0 0.0 0.376
H 11.38072 0.22554 -2.05819 0.0 -0.2 -0.1 0.292
H 9.94530 -0.09979 -1.08994 0.0 0.0 0.1 0.179
H 14.18553 1.92020 0.47291 0.1 0.0 -0.1 0.289
H 13.23463 1.88988 -0.81542 0.2 0.0 -0.1 0.297

---

2.
10
Properties=species:S:1:pos:R:3:forces:R:3:nbo_charge:R:1 method="wB97M-V/def2-TZVPD" smiles="CC(Br)=C=O.Br" total_energy_ha=-5339.9234 multiplicity=1
C -0.42692 -0.26109 0.52947 0.1 -0.3 -0.4 0.682
C 0.57236 0.45527 0.09921 -1.1 1.7 0.1 -0.330
C 1.91314 -0.09190 -0.21376 0.3 -0.4 2.9 -0.631
O -1.29762 -0.97258 0.82209 -0.1 0.1 0.4 -0.461
Br -0.04847 2.36123 -0.06065 0.8 -1.5 0.0 0.056
Br -4.43190 -0.29859 -0.42149 -1.3 0.2 -0.4 -0.208
H -3.12996 -0.48209 -0.01420 1.1 -0.2 0.4 0.198
H 1.93410 -0.69766 -1.05778 -0.2 -1.3 -1.5 0.224
H 2.28408 -0.67042 0.69899 -0.4 0.6 -1.3 0.228
H 2.63119 0.65783 -0.38187 0.8 1.2 -0.1 0.242

---

3.
47
Properties=species:S:1:pos:R:3:forces:R:3:nbo_charge:R:1 method="wB97M-V/def2-TZVPD" smiles="COCCCn1c(SCC(=O)Nc2nnc(C)s2)nnc1-c1ccoc1C" total_energy_ha=-1972.2971 multiplicity=1
C -2.04977 -0.58462 1.91409 0.0 -0.1 -0.1 -0.264
H -2.72543 -1.25114 2.46410 0.0 0.0 0.0 0.164
O -1.33019 0.24097 2.80132 0.0 0.2 0.1 -0.551
C -0.55979 -0.44742 3.75456 0.1 -0.2 0.1 -0.058
C 0.74712 -1.04608 3.21724 -0.3 0.4 0.0 -0.448
H 0.53106 -1.75832 2.41912 0.1 -0.1 0.0 0.231
H 1.23181 -1.58697 4.03069 0.0 -0.1 0.0 0.217
C 1.71440 0.02442 2.69765 -0.1 -0.5 0.5 -0.214
N 1.28732 0.55207 1.42966 -0.1 0.2 -0.9 -0.371
C 1.35333 -0.11861 0.24632 0.1 0.1 -0.1 0.173
N 0.71842 0.52090 -0.69809 0.4 -0.9 -0.2 -0.342
N 0.21402 1.63506 -0.14578 -0.4 1.0 0.4 -0.291
C 0.54609 1.66563 1.11953 0.1 -0.1 -0.3 0.350
C 0.19438 2.72544 2.03081 -0.7 0.6 0.2 -0.197
C -0.98355 3.43248 2.01216 0.5 -0.8 -0.5 0.369
O -0.98243 4.34843 2.99614 -0.4 0.2 -0.1 -0.396
C 0.19322 4.25294 3.64281 0.8 -0.3 0.2 0.083
C 0.96127 3.27485 3.10045 -0.3 0.4 0.2 -0.299
H 1.95799 3.01489 3.39515 0.2 0.0 0.1 0.222
H 0.36395 4.92848 4.45716 -0.1 0.1 0.1 0.204
C -2.16962 3.31205 1.13187 0.0 0.1 0.3 -0.673
H -1.91339 2.67815 0.28897 0.0 0.0 0.0 0.262
H -2.47312 4.29383 0.77367 0.0 0.0 -0.1 0.229
H -3.00337 2.87600 1.68167 -0.1 0.0 0.0 0.225
S 2.22614 -1.61003 0.03507 0.4 -0.3 -0.2 0.295
C 1.50026 -2.00811 -1.57663 0.3 0.3 0.7 -0.656
C 0.03077 -2.29995 -1.38442 -0.1 0.0 -0.2 0.700
O -0.47560 -2.49047 -0.30467 -0.1 -0.1 0.0 -0.592
N -0.74792 -2.35100 -2.51134 -0.7 -0.1 0.4 -0.617
C -0.47800 -2.22565 -3.84253 1.1 0.2 -0.7 0.228
N -1.42941 -2.28860 -4.71447 -0.7 -0.2 1.6 -0.305
N -1.01801 -2.17296 -5.96605 0.1 0.1 -1.6 -0.243
C 0.24291 -2.02564 -6.11218 0.6 0.0 0.7 0.069
C 0.94433 -1.86894 -7.40148 0.2 0.1 -0.2 -0.659
H 1.44551 -0.90272 -7.44273 0.0 0.0 -0.1 0.232
H 1.69702 -2.64668 -7.52176 0.0 0.0 -0.1 0.229
H 0.21973 -1.93485 -8.20816 0.0 0.0 0.0 0.250
S 1.11057 -2.01712 -4.56769 -0.9 -0.1 -0.4 0.292
H -1.73688 -2.49653 -2.32534 0.2 0.0 0.0 0.435
H 1.64645 -1.14115 -2.22103 0.0 -0.1 0.0 0.278
H 2.02983 -2.87620 -1.96997 0.0 0.0 0.0 0.260
H 1.77511 0.84389 3.41395 0.1 -0.1 -0.1 0.222
H 2.70858 -0.41397 2.56009 0.0 0.2 0.1 0.214
H -1.15659 -1.25077 4.21299 0.0 0.1 0.0 0.170
H -0.32995 0.29857 4.52267 0.0 -0.1 0.0 0.185
H -1.39798 -1.19116 1.27953 0.0 0.1 0.0 0.197
H -2.63058 0.08658 1.28488 -0.1 -0.1 -0.1 0.194

---

4.
10
Properties=species:S:1:pos:R:3:forces:R:3:nbo_charge:R:1 method="wB97M-V/def2-TZVPD" smiles=N#Cc1ncc[nH]1 total_energy_ha=-318.3484 multiplicity=1
N -2.17576 -0.88470 1.25875 -2.9 -0.7 -1.2 -0.201
C -2.19612 -0.75810 0.08986 1.6 0.5 0.4 0.168
C -0.88603 -0.22483 -0.50455 0.6 0.1 1.0 0.313
N -0.32472 0.36928 -1.48751 1.4 0.6 1.3 -0.397
C 1.05122 0.80803 -0.89127 -2.4 -0.7 -1.0 -0.088
C 1.15708 0.44633 0.40496 -2.3 -1.8 -0.3 -0.091
N -0.11145 -0.31068 0.66859 3.9 1.4 -0.5 -0.590
H 1.66074 1.28823 -1.65293 0.0 0.1 0.7 0.233
H 1.79355 0.56976 1.30258 -0.1 0.0 -1.3 0.247
H 0.03234 -1.31272 0.81388 0.1 0.4 0.9 0.407